{
  "formula": "C8H9N2O2PS",
  "method": "ωB97M-V/def2-TZVPD",
  "symbols": ["C", "P", "S", "O", "C", "C", "C", "C", "N", "O", "C", "C", "H", "H", "H", "H", "H", "H", "H", "H", "C", "N", "H"],
  "coordinates": [[-3.089, -2.117, 0.377], [-2.169, -0.496, 0.267], [-2.726, -0.076, -1.695], [-0.712, -1.318, 0.095], [0.503, -0.811, 0.133], [0.751, 0.620, 0.183], [2.066, 1.092, 0.101], [3.037, 0.168, 0.084], [4.389, 0.497, -0.170], [4.602, 1.670, -0.527], [2.862, -1.233, 0.154], [1.607, -1.630, 0.238], [-2.438, -2.889, 0.909], [-4.078, -2.169, 0.929], [-3.181, -2.647, -0.586], [-3.196, 1.227, -1.695], [-0.079, 1.377, 0.151], [2.401, 2.052, 0.147], [3.751, -1.846, 0.011], [1.481, -2.731, 0.164], [-1.893, 3.760, 0.349], [-1.764, 2.744, -0.204], [-2.125, 4.757, 0.584]],
  "forces_ev_per_a": [[0.3, -2.1, 0.9], [-0.7, -0.6, 0.9], [-0.6, 0.5, -1.1], [-1.0, -0.9, -0.4], [1.2, 4.1, 0.9], [-0.8, 0.0, -0.7], [-2.8, -2.4, 0.7], [2.8, -2.1, -0.5], [1.0, 2.4, -0.7], [-0.5, -2.1, 0.8], [2.1, 3.1, -0.3], [-2.1, -4.4, -0.7], [-0.6, 1.3, -0.2], [1.1, 0.7, -0.8], [-0.3, 0.7, 0.0], [0.8, -0.9, 0.5], [0.8, -1.2, 0.1], [0.2, 2.8, -0.2], [-0.4, -0.1, 0.3], [-0.5, 0.8, 0.3], [0.0, -2.4, -2.0], [-0.2, 2.1, 1.5], [0.0, 0.7, 0.6]],
  "e_tot_ev": -35637.5332,
  "e_lumo_ev": -0.313,
  "homo_energy_ev": -8.714,
  "multiplicity": 1,
  "smiles": "CP(S)Oc1ccc(N=O)cc1.C#N",
  "de_lowest_kcal_mol": 0.0
}